Version a
The following is a DFT calculation (wB97M-V/def2-TZVPD) of a single C2H3NO4 molecule.

Last columns: bonded neighbours and bond lengths (Å).
Positions of all 10 atoms, in Å:
1 H 0.676 -1.855 0.850  C8 1.091
2 N -1.614 0.714 0.494  O6 1.656, O10 1.153
3 H 0.909 1.794 -0.910  O4 0.970
4 O 0.204 1.130 -0.855  H3 0.970, C9 1.546
5 O 1.680 -0.639 -1.333  C9 1.188
6 O -0.965 -0.779 0.192  N2 1.656, C8 1.424
7 H 0.550 -0.158 1.545  C8 1.093
8 C 0.367 -0.820 0.694  H1 1.091, O6 1.424, H7 1.093, C9 1.486
9 C 0.803 -0.276 -0.618  O4 1.546, O5 1.188, C8 1.486
10 O -2.611 0.888 -0.058  N2 1.153

SMILES   O=NOCC(=O)O
HOMO   -10.23 eV
Charge   0
Multiplicity   1
Frontier orbital gap   9.784 eV

Version b
The following is a DFT calculation (wB97M-V/def2-TZVPD) of 3 unconnected molecules or ions with the total composition C2H3NO4.

Last columns: bonded neighbours and bond lengths (Å).
Positions of all 10 atoms, in Å:
1 C -2.023 -2.258 1.306  H2 1.111, H3 1.110, O6 1.222
2 H -1.344 -2.441 2.166  C1 1.111
3 H -2.762 -3.060 1.093  C1 1.110
4 C 1.708 -0.416 -1.531  H7 1.137, O9 1.155
5 N 1.027 3.137 -0.264  O8 1.228, O10 1.226
6 O -1.981 -1.244 0.625  C1 1.222
7 H 2.069 -0.527 -0.459  C4 1.137
8 O 1.655 3.509 0.723  N5 1.228
9 O 1.144 -0.535 -2.531  C4 1.155
10 O 0.508 3.836 -1.128  N5 1.226

HOMO (alpha / beta)   -10.48 / -6.72 eV
Charge   0
Multiplicity   1
Frontier orbital gap (alpha / beta)   10.296 / 4.336 eV

Short version: version a, version b, most stable first.

Version a
The following is a DFT calculation (wB97M-V/def2-TZVPD) of 2 unconnected molecules or ions with the total composition Cl3OPS.

Last columns: bonded neighbours and bond lengths (Å).
Positions of all 6 atoms, in Å:
1 Cl 2.426 1.284 -0.167  S4 1.960
2 O -0.435 -1.108 -0.943  P3 1.420
3 P -0.502 -0.471 0.324  O2 1.420, Cl5 2.105, Cl6 2.049
4 S 2.448 -0.304 0.981  Cl1 1.960
5 Cl -1.156 1.507 0.025  P3 2.105
6 Cl -1.954 -1.282 1.523  P3 2.049

HOMO (alpha / beta)   -9.73 / -9.73 eV
Charge   0
Multiplicity   1
Frontier orbital gap (alpha / beta)   6.146 / 6.144 eV

Version b
The following is a DFT calculation (wB97M-V/def2-TZVPD) of 2 unconnected molecules or ions with the total composition Cl3OPS.

Last columns: bonded neighbours and bond lengths (Å).
Positions of all 6 atoms, in Å:
1 O 3.628 -0.442 0.134  S6 1.466
2 P -0.986 0.149 0.115  Cl3 2.019, Cl4 2.021, Cl5 2.020
3 Cl -1.051 -1.146 -1.432  P2 2.019
4 Cl -2.346 1.513 -0.496  P2 2.021
5 Cl -2.076 -0.859 1.484  P2 2.020
6 S 2.830 0.785 0.195  O1 1.466

SMILES   ClP(Cl)Cl.O=S
HOMO (alpha / beta)   -9.34 / -9.29 eV
Charge   0
Multiplicity   1
Frontier orbital gap (alpha / beta)   7.734 / 7.698 eV

Short version: version b, version a, most stable first.